Record 1
ORCA calculation (the ωB97M-V functional and the def2-TZVPD basis) on C14H21Br2F7NO9PSSi2Zn as an isolated structure.

Structure (ORCA input):
```
! wB97M-V def2-TZVPD RIJCOSX def2/J DEFGRID3
* xyz 2 1
C 5.84 3.14 1.66
O 4.72 3.12 0.78
C 3.86 2.02 0.96
C 2.56 2.41 0.29
C 1.42 1.41 0.15
Si 1.68 -0.45 -0.07
C 2.77 -1.00 -1.60
C 3.69 -0.01 -2.11
O 3.31 1.10 -2.56
Br 5.53 -0.32 -2.01
C 2.37 -1.41 1.36
C 1.54 -1.46 2.65
C 2.06 -2.49 3.64
Br 1.48 0.30 3.50
O 0.19 -1.16 -0.39
Si -1.24 -0.49 -0.80
C -2.32 -1.95 -1.53
O -1.75 -2.70 -2.27
C -3.81 -2.21 -1.18
F -4.07 -3.50 -1.34
F -3.93 -1.89 0.13
C -4.78 -1.39 -2.06
F -4.73 -1.94 -3.27
F -4.27 -0.12 -2.15
C -6.27 -1.26 -1.60
F -6.97 -0.98 -2.70
F -6.67 -2.43 -1.08
C -6.46 -0.12 -0.55
O -6.12 -0.27 0.58
O -7.08 0.97 -1.03
P -2.01 0.88 0.91
N -2.24 -0.30 2.13
O -3.45 1.34 0.36
S -0.91 0.87 -2.56
O -1.34 2.18 -2.19
O 0.40 0.65 -3.09
F -1.92 0.32 -3.63
H 6.51 3.92 1.30
H 6.37 2.19 1.65
H 5.53 3.37 2.68
H 3.67 1.79 2.01
H 4.31 1.13 0.50
H 2.19 3.31 0.79
H 2.87 2.80 -0.72
H 0.78 1.80 -0.65
H 0.81 1.50 1.05
H 3.30 -1.91 -1.35
H 2.03 -1.22 -2.38
H 3.41 -1.16 1.57
H 2.37 -2.44 0.99
H 0.51 -1.69 2.40
H 1.71 -2.28 4.65
H 3.15 -2.45 3.68
H 1.73 -3.48 3.35
H -6.53 1.49 -1.63
H -2.21 -1.26 1.79
H -3.14 -0.22 2.60
H -4.23 1.05 0.87
Zn 3.78 2.90 -2.50
*
```

Calculated values
- Energy relative to the best compared isomer or geometry (same formula, charge and spin): 0.0 kJ/mol
- LUMO level: -11.089 eV
- HOMO-LUMO gap: 2.2 eV
- HOMO: -13.282 eV
- Electronic energy: -278164.4932 eV

=====

Record 2
ORCA calculation (the ωB97M-V functional and the def2-TZVPD basis) on a single C4H7NO molecule.

Structure (ORCA input):
```
! wB97M-V def2-TZVPD RIJCOSX def2/J DEFGRID3
* xyz 0 1
C -1.63 -0.80 -0.05
N -0.69 0.31 -0.13
C 0.39 0.10 -1.06
C 0.63 0.05 0.42
C 1.45 1.16 0.98
O 2.33 0.99 1.78
H -2.31 -0.73 -0.91
H -2.23 -0.72 0.87
H -1.15 -1.79 -0.08
H 0.49 -0.84 -1.60
H 0.66 0.99 -1.64
H 0.80 -0.91 0.90
H 1.26 2.16 0.52
*
```

Calculated values
- Energy relative to the best compared isomer or geometry (same formula, charge and spin): 220.9 kJ/mol
- LUMO level: 0.961 eV
- HOMO-LUMO gap: 10.6 eV
- HOMO: -9.600 eV
- SMILES: CN1C[C@H]1C=O
- Electronic energy: -7797.3548 eV

=====

Record 3
ORCA calculation (the ωB97M-V functional and the def2-TZVPD basis) on a 8-piece molecular cluster, C3H23N2O9 overall.

Structure (ORCA input):
```
! wB97M-V def2-TZVPD RIJCOSX def2/J DEFGRID3
* xyz 1 1
N -0.13 -1.68 0.10
C 0.39 -0.53 0.86
C 1.94 -0.69 1.02
O 2.50 -0.28 -0.17
C -0.28 -0.48 2.24
N -1.16 0.50 2.50
O -0.08 -1.45 2.95
H 0.59 -1.82 -0.63
H -0.20 -2.45 0.77
H -1.01 -1.50 -0.43
H 0.15 0.38 0.33
H 2.24 -0.17 1.94
H 2.16 -1.73 1.26
H 2.48 0.69 -0.31
H -1.70 0.42 3.36
H -1.22 1.35 1.97
H 3.00 2.51 1.27
H 1.65 2.04 1.82
O 2.16 2.11 1.00
H 0.01 2.01 0.30
H -0.42 3.10 -0.66
O -0.70 2.60 0.11
H -3.27 -1.46 -1.00
H -3.15 -0.05 -0.39
O -2.76 -0.94 -0.36
H 2.36 -1.89 -1.48
H 2.01 -3.36 -1.84
O 1.78 -2.44 -2.03
H -1.38 -0.11 -2.91
H -1.20 -1.49 -3.58
O -1.15 -1.02 -2.72
H -2.25 1.89 -0.63
H -3.29 2.10 -1.78
O -3.07 1.54 -1.02
H 1.17 0.82 -2.37
H 1.13 2.29 -2.82
O 0.99 1.72 -2.07
*
```

Calculated values
- Energy relative to the best compared isomer or geometry (same formula, charge and spin): 0.0 kJ/mol
- LUMO level: -2.687 eV
- HOMO-LUMO gap: 10.9 eV
- HOMO: -13.547 eV
- Electronic energy: -24887.1564 eV